[1]
# C4H10N2OS

C4H10N2OS as an isolated structure at a distorted geometry (the ωB97M-V functional and the def2-TZVPD basis, the OMol25 dataset).

maximum force: 0.085 Eh/bohr
DFT total energy: -741.2758 a.u.
LUMO level: 0.82 eV
frontier orbital gap: 9.8397 eV
energy relative to the best compared isomer or geometry (same formula, charge and spin): 2.781 eV
HOMO: -9.024 eV

```
18
Properties=species:S:1:pos:R:3:forces:R:3
O -0.4155 -0.1160 3.3731 0.261 0.075 3.926
H -1.8265 -0.5160 -0.1821 -0.343 -0.008 -1.933
H -0.0435 -1.6820 -1.4232 0.880 0.272 0.251
H -0.7797 2.1925 2.6087 0.106 1.096 1.972
C 0.9129 0.2356 -1.9399 -1.627 -1.191 1.284
C 0.3419 -0.7737 -0.9157 -0.379 -0.165 0.692
H 1.5125 0.9535 -1.4616 1.252 0.579 0.752
H 1.2291 -0.9251 -0.2536 -0.973 -0.772 -0.329
H -1.8729 1.8343 1.3986 0.764 -0.225 0.485
C -0.7869 -0.2684 -0.0514 0.420 0.394 0.579
H 3.0893 -0.7750 -2.9836 0.391 1.131 -0.052
N -0.6429 -0.8297 1.2978 -0.436 2.606 0.075
C -0.7768 0.1549 2.2952 1.396 0.687 -3.338
H -0.1272 -1.7214 1.4587 -0.667 1.578 0.186
N -0.9750 1.6174 1.8565 -0.994 -3.964 -1.529
S 1.8117 -1.0619 -2.8138 -0.327 -0.572 -1.810
H 0.0101 0.8373 -2.1694 0.631 -0.513 -1.978
H -0.6607 0.8438 -0.0944 -0.355 -1.007 0.767
```
Positions in Å, forces in eV/Å.

***

[2]
# C4H10N2OS

One molecule with the formula C4H10N2OS (the ωB97M-V functional and the def2-TZVPD basis, the OMol25 dataset).

maximum force: 0.010 Eh/bohr
DFT total energy: -741.3616 a.u.
LUMO level: 0.73 eV
frontier orbital gap: 9.6972 eV
energy relative to the best compared isomer or geometry (same formula, charge and spin): 0.446 eV
HOMO: -8.970 eV
structure (SMILES): CNC(=O)[C@H](N)CS

```
18
Properties=species:S:1:pos:R:3:forces:R:3
C -0.1191 -1.8072 1.5229 0.232 -0.178 0.057
H -0.0151 0.7823 0.9493 -0.036 0.126 0.060
H 0.5151 -0.9611 1.7504 -0.027 0.233 0.001
H 1.1497 0.3349 -1.8204 -0.082 0.082 -0.138
H 1.8530 2.7722 -0.9361 -0.193 -0.064 -0.016
H 1.7103 -0.4684 -0.3931 -0.129 -0.093 0.182
S 2.4628 1.7291 -0.3647 0.289 0.013 0.156
H -1.6540 -2.2911 0.1978 0.076 0.160 -0.215
C -1.0191 -0.5013 -0.4585 0.009 -0.365 0.282
O -1.6964 -0.5301 -1.4683 -0.110 0.094 -0.073
N -0.6887 1.9273 -0.6281 0.201 0.422 -0.164
H -0.6733 -2.0603 2.4303 0.073 -0.037 -0.095
H -1.4218 2.2892 -0.0367 -0.091 -0.072 -0.044
H -1.0485 1.7956 -1.5657 -0.164 -0.073 0.042
N -1.0240 -1.5349 0.4299 -0.227 -0.125 -0.014
C 1.2459 0.4527 -0.7435 0.044 0.097 -0.221
C -0.1364 0.6989 -0.1285 0.276 -0.203 0.066
H 0.5596 -2.6278 1.2630 -0.140 -0.018 0.133
```
Positions in Å, forces in eV/Å.

***

[3]
# C4H10N2OS

One molecule with the formula C4H10N2OS at a distorted geometry (the ωB97M-V functional and the def2-TZVPD basis, the OMol25 dataset).

maximum force: 0.142 Eh/bohr
DFT total energy: -741.1568 a.u.
LUMO level: 0.62 eV
frontier orbital gap: 9.0962 eV
energy relative to the best compared isomer or geometry (same formula, charge and spin): 6.018 eV
HOMO: -8.476 eV
structure (SMILES): CCN(S)/C(C)=N\O

```
18
Properties=species:S:1:pos:R:3:forces:R:3
H -1.7248 -0.2384 2.6885 1.855 0.343 -0.127
S -0.8644 1.8401 -1.3805 0.130 -2.132 0.866
C -1.5045 -0.1157 0.5121 1.019 -2.050 2.034
H 1.9073 1.1414 -1.4789 0.662 2.179 -2.970
H -1.6283 -1.2078 0.1475 -0.344 1.535 1.258
H -0.2362 1.0474 2.1535 -2.211 -2.369 -0.284
H -0.0952 -3.0361 -2.0610 0.178 4.286 3.432
H 2.9055 -0.0977 -0.5440 -0.942 0.763 -0.633
H 1.8884 1.2161 0.2590 0.412 -0.872 -1.336
H -2.4421 0.4248 0.5137 -0.027 0.137 -0.446
N 1.0300 -1.5055 -1.1625 -2.197 2.660 0.755
O -0.1781 -2.1147 -1.3400 -1.686 -6.097 -3.596
H 0.0825 -0.7908 1.9577 -2.570 1.606 0.712
C -0.8464 0.0011 2.0021 1.402 -0.766 -1.364
C 1.9969 0.5470 -0.6739 -1.211 -1.638 5.024
N -0.5181 0.4221 -0.3251 2.374 1.120 -4.201
H -0.4700 2.7759 -0.5344 0.212 0.458 0.412
C 0.6975 -0.3091 -0.7339 2.944 0.836 0.466
```
Positions in Å, forces in eV/Å.

***

[4]
# C4H10N2S

One molecule with the formula C4H10N2S at a distorted geometry (the ωB97M-V functional and the def2-TZVPD basis, the OMol25 dataset).

maximum force: 0.062 Eh/bohr
DFT total energy: -665.9518 a.u.
LUMO level: 0.76 eV
frontier orbital gap: 8.6084 eV
energy relative to the best compared isomer or geometry (same formula, charge and spin): 4.112 eV
HOMO: -7.844 eV

```
17
Properties=species:S:1:pos:R:3:forces:R:3
H -0.4165 1.4609 1.8324 -1.531 0.485 -0.739
H 0.0327 -1.8642 -0.0251 -1.550 -0.929 0.285
H 1.5252 -2.6862 -0.4147 -0.483 0.749 1.083
C 1.0660 -1.8201 0.1643 0.764 -1.057 -1.850
H -1.8340 2.4849 1.1873 0.627 -0.652 -0.460
H 1.6185 -0.8263 -1.6560 0.664 0.593 -0.224
H -0.5538 0.7586 -2.1359 0.648 0.085 -0.353
S 2.0243 0.7732 0.2929 0.199 -0.662 -0.799
N 0.7250 2.1297 -0.1483 0.206 0.037 -1.561
H 1.2389 -1.9196 1.2314 0.384 0.493 -0.079
C -1.2460 1.5498 1.0276 1.893 -0.173 2.542
H -1.8774 0.6813 1.2372 0.025 0.090 -0.712
C -0.5878 0.5110 -1.0896 0.461 -2.084 0.398
N -0.4676 1.4994 -0.1911 -1.493 0.475 0.331
C 1.4172 -0.5710 -0.6279 -1.240 1.450 1.365
H -1.3284 -0.2571 -0.8629 -0.049 0.328 -0.034
H 0.9432 2.1163 -1.1619 0.475 0.773 0.807
```
Positions in Å, forces in eV/Å.

***

[5]
# C4H10N2Si

A 2-piece molecular cluster, C4H10N2Si overall at a distorted geometry (the ωB97M-V functional and the def2-TZVPD basis, the OMol25 dataset).

maximum force: 0.084 Eh/bohr
DFT total energy: -557.2294 a.u.
LUMO level (spin up / spin down): 0.58 / 0.58 eV
frontier orbital gap (spin up / spin down): 8.6493 / 8.6487 eV
energy relative to the best compared isomer or geometry (same formula, charge and spin): 4.961 eV
HOMO (spin up / spin down): -8.066 / -8.066 eV

```
17
Properties=species:S:1:pos:R:3:forces:R:3
N 3.8526 -0.2615 0.3083 1.828 0.001 0.748
C 0.6264 0.5497 -1.3028 -0.360 2.500 0.301
H 1.3300 -0.5682 -2.7969 1.258 -1.067 -0.803
Si -2.7745 -0.0299 1.7182 0.565 0.639 -1.220
H -0.0186 0.4750 -3.3515 -0.100 0.424 0.286
C -0.9569 -0.2835 1.1933 -1.436 1.076 2.235
N 2.7608 -0.2191 -0.2355 -3.839 1.929 -0.133
H -0.0739 1.3577 -1.0281 0.406 -0.674 0.220
H -2.7115 1.0621 2.6911 -0.271 0.318 0.146
C 0.6853 0.2182 -2.5728 -0.951 -0.657 -0.678
H 4.5289 -0.7898 -0.2227 0.026 -0.484 -0.144
H -3.4501 0.3825 0.4193 0.014 -0.070 0.701
H -3.5756 -1.0978 2.3339 0.216 -0.341 -0.028
H -0.3616 -0.5199 2.0695 0.338 0.008 -0.109
H -0.8787 -0.9995 0.4727 0.273 -2.444 -1.749
H -0.6021 0.5893 0.6803 -0.079 0.699 0.531
C 1.6194 0.1347 -0.3762 2.113 -1.858 -0.304
```
Positions in Å, forces in eV/Å.

***

[6]
# C4H10N3

An isolated ion of composition C4H10N3 and charge +1 at a distorted geometry (the ωB97M-V functional and the def2-TZVPD basis, the OMol25 dataset).

net charge: +1
maximum force: 0.122 Eh/bohr
DFT total energy: -322.2283 a.u.
LUMO level (spin up / spin down): -4.73 / -4.73 eV
frontier orbital gap (spin up / spin down): 7.4160 / 7.4065 eV
energy relative to the best compared isomer or geometry (same formula, charge and spin): 6.321 eV
HOMO (spin up / spin down): -12.142 / -12.137 eV

```
17
Properties=species:S:1:pos:R:3:forces:R:3
C 0.1140 -1.7122 1.5662 -0.794 3.699 1.266
C -1.4077 -0.7349 -0.9300 1.643 3.158 -1.316
H -1.6968 0.5803 1.3874 0.849 0.741 -0.627
H 2.8823 0.4819 -0.7803 -1.014 -0.084 0.269
H -2.3257 -0.2024 -0.8429 -1.115 -0.096 -0.372
N 1.9036 0.8137 -0.9047 -0.209 3.255 1.414
H -0.5350 1.3863 -0.7373 -0.010 0.146 -0.754
H -1.1474 -1.0883 -1.9511 -0.451 0.130 0.911
H -0.0959 1.4298 1.5863 -0.241 -0.914 -0.427
H -1.3456 -1.4493 -0.1870 -0.146 -2.062 0.936
N 0.8781 -0.1957 -0.6243 2.773 -0.721 -2.188
C -0.5895 0.5178 1.1570 -3.182 3.858 0.576
N -0.2754 -0.5975 1.7609 2.428 -5.799 0.183
C -0.3402 0.3473 -0.4881 -1.263 -1.092 0.884
H 1.9044 1.2733 -1.8423 -0.422 -1.021 0.140
H 1.7545 1.7355 -0.2939 0.818 -2.177 -0.917
H 0.3223 -2.5856 2.1242 0.334 -1.021 0.020
```
Positions in Å, forces in eV/Å.

***

[7]
# C4H10N3

A 2-piece molecular cluster, C4H10N3 overall at a distorted geometry (the ωB97M-V functional and the def2-TZVPD basis, the OMol25 dataset).

net charge: +1
maximum force: 0.112 Eh/bohr
DFT total energy: -322.3012 a.u.
LUMO level: -4.57 eV
frontier orbital gap: 9.3998 eV
energy relative to the best compared isomer or geometry (same formula, charge and spin): 4.336 eV
HOMO: -13.972 eV

```
17
Properties=species:S:1:pos:R:3:forces:R:3
H 0.1862 -0.5289 -3.3911 0.365 -0.716 -0.399
H -1.4064 -1.9770 1.7997 -0.104 -2.028 -0.253
C 2.4999 0.1086 -0.1569 4.426 -1.827 1.035
H 3.1841 -0.4697 -0.9336 -1.765 1.222 1.383
H 2.4233 -0.5415 0.7397 0.713 0.088 -0.328
H 3.0826 0.9989 0.1616 -0.582 -0.232 -0.264
N -1.9286 -1.1466 1.7582 -0.274 0.973 -1.366
H 0.3145 1.5106 1.0021 0.411 0.041 -0.214
N -1.0096 0.2927 -1.7752 1.648 -3.233 -3.631
C 0.3126 0.9723 0.0491 0.017 -0.976 -0.767
H -1.5590 0.0369 0.2633 0.163 1.267 -1.673
H -2.8211 -1.1727 2.1967 -1.031 -0.913 -0.057
H -1.6738 1.7954 -0.6110 0.832 -1.575 0.451
H -1.4387 -0.6585 2.4321 1.489 2.024 1.685
C -0.2866 -0.3200 -2.4657 -1.340 2.254 1.364
N 1.2006 0.2923 -0.5123 -2.554 1.251 -1.650
C -1.0798 0.8070 -0.5565 -2.415 2.377 4.685
```
Positions in Å, forces in eV/Å.

***

Question: Look up the maximum force of the sixth one.
Answer: 0.122 Eh/bohr

***

Question: maximum force of number 7 (C4H10N3)?
Answer: 0.112 Eh/bohr

***

Question: Look up the energy relative to the best compared isomer or geometry (same formula, charge and spin) of the sixth one.
Answer: 6.321 eV